# C2H5NO

An isolated molecule of C2H5NO (ωB97M-V/def2-TZVPD, OMol25).

The energy relative to the best compared isomer or geometry (same formula, charge and spin) comes out at 1.683 eV. Its SMILES is CC(N)=O.

Each line ends with the Löwdin charge.
Cartesian coordinates (Å):
C1 -0.117 -0.757 -0.944  -0.063
C2 -0.105 -0.339 0.501  -0.471
N1 0.477 1.233 0.723  0.057
O1 -0.330 -0.979 1.455  0.102
H1 0.948 -0.939 -1.436  0.119
H2 -0.806 -1.708 -1.062  0.109
H3 -0.626 0.202 -1.475  0.117
H4 -0.174 1.958 0.559  0.010
H5 0.733 1.329 1.680  0.020

# CH5NOS

A cluster of 2 separate species, CH5NOS in total (ωB97M-V/def2-TZVPD, OMol25).

The energy relative to the best compared isomer or geometry (same formula, charge and spin) comes out at 4.750 eV. Its SMILES is N=S.CO.

Each line ends with the Löwdin charge.
Cartesian coordinates (Å):
N1 -1.722 1.753 -2.453  -0.519
S1 -0.361 1.119 -2.076  0.592
H1 -1.847 2.667 -1.890  -0.007
C1 -0.984 -1.152 0.412  -0.347
O1 -0.971 -0.471 1.464  -0.120
H2 -2.101 -1.164 -0.110  0.118
H3 -0.528 -0.310 -0.469  -0.018
H4 -0.648 -2.206 0.287  0.087
H5 -0.534 -0.855 2.386  0.214

# C5H10O

An isolated molecule of C5H10O (ωB97M-V/def2-TZVPD, OMol25).

The energy relative to the best compared isomer or geometry (same formula, charge and spin) comes out at 2.131 eV. Its SMILES is CO[C@H]1C[C@H]1C.

Each line ends with the Löwdin charge.
Cartesian coordinates (Å):
C1 -1.958 -0.984 0.376  -0.104
O1 -1.095 0.088 0.785  -0.212
C2 -0.362 0.801 -0.323  -0.234
C3 0.825 1.684 0.017  -0.062
C4 1.048 0.380 -0.702  -0.286
C5 1.404 -0.791 0.170  -0.080
H1 -2.423 -1.501 1.234  0.092
H2 -1.414 -1.735 -0.200  0.079
H3 -2.782 -0.610 -0.234  0.079
H4 -1.069 1.110 -1.080  0.133
H5 1.121 1.749 1.062  0.113
H6 0.959 2.621 -0.533  0.105
H7 1.415 0.424 -1.741  0.138
H8 1.261 -1.735 -0.367  0.077
H9 0.647 -0.780 0.999  0.089
H10 2.422 -0.720 0.537  0.073

# C3H4S2

A structure of composition C3H4S2 (ωB97M-V/def2-TZVPD, OMol25).

The energy relative to the best compared isomer or geometry (same formula, charge and spin) comes out at 3.276 eV.

Each line ends with the Löwdin charge.
Cartesian coordinates (Å):
C1 0.856 -0.203 1.595  -0.336
C2 -0.688 0.843 -1.104  -0.446
C3 0.208 1.001 0.096  -0.998
S1 0.054 1.352 1.778  0.790
S2 0.929 1.705 -1.382  0.768
H1 0.364 -1.227 1.660  0.064
H2 1.784 -0.203 1.156  -0.022
H3 -0.830 -0.163 -1.565  0.072
H4 -1.640 1.526 -1.275  0.107

# C5H6O2

A structure of composition C5H6O2 (ωB97M-V/def2-TZVPD, OMol25).

The energy relative to the best compared isomer or geometry (same formula, charge and spin) comes out at 2.476 eV.

Each line ends with the Löwdin charge.
Cartesian coordinates (Å):
C1 1.046 -0.953 1.437  0.007
O1 0.887 1.816 -1.015  0.078
C2 -0.244 1.483 -1.264  -0.208
C3 -0.710 0.038 -1.241  -0.250
O2 0.447 -0.778 -0.955  0.022
C4 0.076 -0.677 0.367  -0.343
C5 -1.135 -0.129 0.201  0.032
H1 1.035 -0.142 2.169  0.094
H2 2.051 -1.024 1.021  0.095
H3 -1.055 2.229 -1.386  0.131
H4 -1.303 -0.302 -2.097  0.152
H5 0.788 -1.884 1.934  0.085
H6 -1.883 0.323 0.829  0.106

# C19H25ClN3O2

The ion C19H25ClN3O2 with charge +1 (ωB97M-V/def2-TZVPD, OMol25).

The energy relative to the best compared isomer or geometry (same formula, charge and spin) comes out at 0.812 eV. As for the net charge: +1. Its SMILES is O[C@@H](COCc1ccc(Cl)cc1)CN1CC[NH+](c2ccccn2)CC1.

Each line ends with the Löwdin charge.
Cartesian coordinates (Å):
O1 0.419 1.186 0.890  -0.041
C1 1.120 2.419 0.753  -0.277
C2 2.219 2.545 1.826  -0.139
O2 3.321 1.696 1.588  -0.127
C3 3.446 0.533 2.394  -0.138
C4 2.566 -0.588 1.892  -0.220
C5 1.534 -1.117 2.662  -0.020
C6 0.634 -2.016 2.114  -0.093
C7 0.764 -2.390 0.784  -0.661
Cl1 -0.424 -3.422 0.056  0.712
C8 1.830 -1.930 0.023  -0.102
C9 2.726 -1.035 0.580  -0.034
C10 1.749 2.574 -0.656  -0.111
N1 0.946 2.199 -1.786  -0.175
C11 0.981 0.859 -2.314  -0.121
C12 -0.409 0.188 -2.256  -0.063
N2 -1.199 0.840 -1.190  -0.056
C13 -2.382 0.056 -0.850  -0.277
C14 -2.483 -0.558 0.385  0.003
C15 -3.624 -1.316 0.618  -0.036
C16 -4.584 -1.415 -0.377  -0.028
C17 -4.372 -0.745 -1.575  -0.094
N3 -3.288 -0.025 -1.803  0.147
C18 -1.528 2.233 -1.573  -0.064
C19 -0.247 2.916 -2.127  -0.123
H1 1.082 0.484 1.003  0.062
H2 0.368 3.194 0.928  0.154
H3 2.602 3.570 1.802  0.141
H4 1.782 2.359 2.814  0.139
H5 3.221 0.762 3.442  0.132
H6 4.499 0.253 2.313  0.142
H7 1.424 -0.818 3.694  0.128
H8 -0.168 -2.418 2.712  0.114
H9 1.958 -2.277 -0.991  0.114
H10 3.556 -0.664 -0.002  0.134
H11 2.034 3.624 -0.765  0.139
H12 2.666 1.984 -0.682  0.129
H13 1.309 0.885 -3.363  0.132
H14 1.708 0.272 -1.753  0.104
H15 -0.955 0.297 -3.194  0.138
H16 -0.322 -0.875 -2.027  0.125
H17 -0.567 0.909 -0.338  0.120
H18 -1.711 -0.451 1.130  0.107
H19 -3.757 -1.820 1.563  0.119
H20 -5.479 -1.997 -0.229  0.114
H21 -5.086 -0.783 -2.384  0.119
H22 -2.319 2.205 -2.323  0.128
H23 -1.904 2.740 -0.682  0.139
H24 -0.312 2.963 -3.219  0.131
H25 -0.177 3.936 -1.753  0.133

# ClO2S2

The ion ClO2S2 with charge -1 (ωB97M-V/def2-TZVPD, OMol25).

The energy relative to the best compared isomer or geometry (same formula, charge and spin) comes out at 0.576 eV. As for the net charge: -1. Its SMILES is O=S(=O)([S-])Cl.

Each line ends with the Löwdin charge.
Cartesian coordinates (Å):
O1 0.222 0.998 1.214  -0.484
S1 0.002 0.287 -0.019  -0.001
O2 0.342 0.980 -1.237  -0.477
S2 -1.983 -0.943 -0.023  -0.136
Cl1 1.417 -1.323 0.065  0.098

# C7H9F3Se

An isolated molecule of C7H9F3Se (ωB97M-V/def2-TZVPD, OMol25).

The energy relative to the best compared isomer or geometry (same formula, charge and spin) comes out at 0.000 eV. Its SMILES is C/C(=C/[C@]1(C)C[Se]1)C(F)(F)F.

Each line ends with the Löwdin charge.
Cartesian coordinates (Å):
C1 -0.238 1.058 -2.419  -0.049
C2 0.019 0.678 -1.059  -0.170
C3 -0.231 -0.567 -0.637  -0.044
C4 -0.084 -1.190 0.687  -0.818
C5 -1.247 -1.459 1.619  -0.125
C6 1.152 -0.758 1.451  -0.364
Se1 1.183 -2.660 0.878  0.899
C7 0.468 1.797 -0.136  -0.491
F1 -0.033 1.749 1.148  0.099
F2 1.809 1.750 0.107  0.108
F3 0.148 3.074 -0.506  0.121
H1 0.619 1.136 -2.986  0.070
H2 -0.501 2.085 -2.638  0.098
H3 -0.760 0.266 -2.941  0.098
H4 -0.605 -1.293 -1.377  0.131
H5 -2.024 -2.081 1.038  0.106
H6 -1.740 -0.505 1.714  0.069
H7 -0.947 -2.028 2.594  0.109
H8 2.039 -0.330 0.922  0.074
H9 0.973 -0.722 2.541  0.079

# C5H8ClNO

An isolated molecule of C5H8ClNO (ωB97M-V/def2-TZVPD, OMol25).

The energy relative to the best compared isomer or geometry (same formula, charge and spin) comes out at 4.709 eV.

Each line ends with the Löwdin charge.
Cartesian coordinates (Å):
C1 -0.172 1.124 -0.551  -0.375
C2 -1.004 -0.165 -0.666  -0.478
C3 -0.128 -1.112 0.145  -0.398
C4 1.279 -0.813 -0.387  -0.025
C5 0.803 0.496 0.341  -0.367
H1 -0.589 1.795 1.251  0.176
H2 -0.035 1.598 -1.509  0.156
H3 -1.266 -0.464 -1.757  0.129
H4 -0.736 -2.045 0.274  0.142
H5 1.407 -1.110 -1.425  0.105
H6 2.057 -1.511 0.188  0.147
H7 1.445 1.466 0.441  0.187
H8 0.516 -0.914 1.972  0.186
N1 -0.021 -0.179 1.307  0.027
O1 -0.805 2.150 0.228  -0.103
Cl1 -2.751 -0.314 0.148  0.492

# C55H61Br2ClN2O4P2

A cluster of 6 separate species, C55H61Br2ClN2O4P2 in total (ωB97M-V/def2-TZVPD, OMol25).

Its SMILES is CCC[C@@H](C)c1cc([PH2]=N)c([C@@H](Br)CC)c2c1C(=O)c1c(cc(CCCCl)c(P(=N)(O)O)c1Br)C2=O.c1ccccc1.c1ccccc1.c1ccccc1.c1ccccc1.c1ccccc1.

Each line ends with the Löwdin charge.
Cartesian coordinates (Å):
C1 6.884 -0.497 -0.577  -0.157
C2 5.548 -1.228 0.103  -0.249
C3 4.554 -0.011 0.578  -0.202
C4 2.962 -0.484 0.745  -0.307
C5 2.861 -1.754 1.828  -0.106
C6 2.004 0.737 1.278  -0.044
C7 2.388 1.458 2.712  0.024
C8 1.474 2.679 3.397  -0.221
P1 2.109 3.340 5.082  0.694
N1 1.916 2.099 6.153  -0.360
C9 0.115 3.229 2.618  -0.099
C10 -0.848 4.417 3.296  -0.640
Br1 -0.594 6.220 2.445  0.661
C11 -2.418 3.946 3.433  -0.274
C12 -3.214 4.609 4.717  -0.138
C13 -0.243 2.521 1.156  0.030
C14 0.682 1.299 0.487  0.039
C15 0.184 0.662 -0.977  -0.207
O1 1.095 0.382 -1.912  -0.048
C16 -1.452 0.485 -1.140  -0.031
C17 -2.368 1.728 -0.500  0.001
C18 -3.993 1.577 -0.656  0.048
C19 -4.713 0.266 -1.405  -0.082
C20 -6.360 0.330 -1.486  -0.188
C21 -6.997 0.642 0.004  -0.248
C22 -6.299 -0.187 1.233  -0.578
Cl1 -6.673 -2.006 1.265  0.443
C23 -3.796 -0.978 -2.044  -0.172
P2 -4.753 -2.382 -2.894  0.714
N2 -5.805 -2.974 -1.766  -0.211
O2 -3.814 -3.741 -3.427  -0.288
O3 -5.602 -1.757 -4.321  -0.237
C24 -2.175 -0.817 -1.890  -0.464
Br2 -0.947 -2.193 -2.654  0.724
C25 -1.583 2.969 0.260  -0.193
O4 -1.994 4.231 0.110  -0.048
H1 6.757 -0.344 -1.753  0.087
H2 7.013 0.590 -0.125  0.074
H3 7.879 -1.096 -0.355  0.074
H4 5.863 -1.965 0.958  0.108
H5 5.036 -1.815 -0.795  0.115
H6 4.543 0.779 -0.314  0.129
H7 4.940 0.584 1.519  0.114
H8 2.661 -0.937 -0.292  0.128
H9 3.133 -2.783 1.290  0.090
H10 1.704 -1.859 2.103  0.092
H11 3.505 -1.579 2.794  0.087
H12 3.340 1.058 3.292  0.103
H13 1.407 4.502 5.574  -0.001
H14 3.524 3.645 5.065  0.003
H15 1.302 2.426 6.932  -0.055
H16 -0.443 4.526 4.414  0.067
H17 -3.075 4.143 2.485  0.099
H18 -2.409 2.771 3.630  0.129
H19 -2.725 5.585 5.139  0.079
H20 -3.387 3.778 5.535  0.083
H21 -4.299 4.913 4.338  0.084
H22 -4.689 2.443 -0.218  0.116
H23 -6.855 -0.570 -2.047  0.095
H24 -6.607 1.296 -2.144  0.131
H25 -8.181 0.540 0.023  0.129
H26 -6.784 1.796 0.219  0.107
H27 -5.129 -0.007 1.340  0.085
H28 -6.763 0.260 2.238  0.089
H29 -5.626 -4.001 -1.623  -0.038
H30 -3.390 -4.202 -2.632  0.070
H31 -5.531 -2.473 -5.046  0.097
C26 -4.598 -6.735 -0.964  -0.102
C27 -4.413 -8.117 -0.982  -0.093
C28 -4.000 -8.782 0.172  -0.089
C29 -3.769 -8.064 1.345  -0.093
C30 -3.945 -6.680 1.361  -0.088
C31 -4.361 -6.016 0.208  -0.094
H32 -4.925 -6.218 -1.862  0.086
H33 -4.590 -8.677 -1.897  0.102
H34 -3.859 -9.860 0.158  0.102
H35 -3.450 -8.582 2.246  0.081
H36 -3.759 -6.119 2.274  0.101
H37 -4.500 -4.938 0.221  0.087
C32 3.593 -5.058 -5.163  -0.097
C33 2.717 -4.338 -4.351  -0.092
C34 1.541 -3.813 -4.886  -0.103
C35 1.243 -4.003 -6.235  -0.090
C36 2.123 -4.714 -7.050  -0.097
C37 3.297 -5.243 -6.514  -0.097
H38 4.506 -5.473 -4.745  0.100
H39 2.951 -4.188 -3.300  0.099
H40 0.857 -3.255 -4.251  0.005
H41 0.326 -3.596 -6.651  0.102
H42 1.894 -4.858 -8.103  0.100
H43 3.982 -5.800 -7.149  0.100
C38 4.323 6.434 -1.669  -0.105
C39 3.434 5.387 -1.910  -0.091
C40 2.427 5.099 -0.989  -0.085
C41 2.312 5.856 0.177  -0.105
C42 3.207 6.897 0.423  -0.092
C43 4.211 7.187 -0.500  -0.108
H44 5.103 6.662 -2.390  0.099
H45 3.525 4.795 -2.818  0.101
H46 1.733 4.285 -1.180  0.096
H47 1.526 5.634 0.893  0.012
H48 3.121 7.483 1.334  0.099
H49 4.907 8.000 -0.309  0.093
C44 5.353 9.931 -3.101  -0.100
C45 6.173 10.575 -4.027  -0.098
C46 5.639 11.041 -5.228  -0.100
C47 4.284 10.859 -5.505  -0.099
C48 3.466 10.206 -4.583  -0.094
C49 3.999 9.744 -3.381  -0.095
H50 5.769 9.574 -2.162  0.090
H51 7.230 10.715 -3.812  0.099
H52 6.278 11.546 -5.948  0.099
H53 3.867 11.224 -6.439  0.099
H54 2.411 10.059 -4.802  0.101
H55 3.361 9.237 -2.661  0.095
C50 -1.828 -9.450 7.081  -0.097
C51 -2.994 -8.945 6.506  -0.096
C52 -2.948 -8.343 5.249  -0.099
C53 -1.734 -8.242 4.568  -0.102
C54 -0.567 -8.738 5.147  -0.094
C55 -0.614 -9.344 6.403  -0.097
H56 -1.865 -9.925 8.057  0.100
H57 -3.939 -9.022 7.037  0.101
H58 -3.857 -7.953 4.799  0.097
H59 -1.699 -7.775 3.587  0.089
H60 0.380 -8.654 4.620  0.101
H61 0.296 -9.733 6.853  0.100

# C20H60O10S2

A cluster of 10 separate species, C20H60O10S2 in total (ωB97M-V/def2-TZVPD, OMol25).

The energy relative to the best compared isomer or geometry (same formula, charge and spin) comes out at 4.844 eV.

Each line ends with the Löwdin charge.
Cartesian coordinates (Å):
C1 3.242 1.174 2.713  -0.073
C2 2.808 -0.133 3.444  -0.341
O1 1.937 -0.838 2.651  -0.178
H1 2.433 2.029 2.692  0.110
H2 3.527 0.636 1.762  0.056
H3 4.191 1.669 3.077  0.092
H4 2.311 -0.090 4.391  0.108
H5 3.741 -0.623 3.571  0.091
H6 1.278 -1.391 3.206  0.121
C3 -3.390 1.863 -0.800  -0.073
C4 -2.265 2.642 -1.673  -0.292
O2 -1.708 3.551 -0.811  -0.150
H7 -4.033 1.396 -1.475  0.031
H8 -3.796 2.659 -0.183  0.051
H9 -2.950 1.040 -0.042  0.074
H10 -2.776 2.962 -2.574  0.104
H11 -1.557 1.711 -1.863  0.122
H12 -1.137 3.208 -0.022  0.071
C5 2.479 1.058 -4.757  -0.019
C6 0.972 1.450 -4.302  -0.348
O3 0.240 0.325 -4.239  -0.116
H13 3.067 1.936 -4.783  0.055
H14 2.491 0.629 -5.597  -0.026
H15 2.856 0.267 -3.978  0.102
H16 0.188 2.135 -4.843  0.140
H17 1.119 1.981 -3.315  0.095
H18 -0.716 0.478 -4.498  0.122
C7 -0.713 5.404 1.257  -0.062
C8 0.220 4.491 1.973  -0.403
O4 1.049 3.955 1.091  -0.128
H19 -1.341 4.861 0.583  0.037
H20 -0.216 6.312 0.818  0.106
H21 -1.388 5.778 2.006  0.070
H22 -0.179 3.767 2.571  0.071
H23 1.024 5.085 2.519  0.143
H24 0.583 3.385 0.419  0.058
C9 -3.657 -2.148 1.641  -0.009
C10 -2.442 -2.245 2.649  -0.251
O5 -1.257 -1.648 2.173  -0.209
H25 -3.269 -2.642 0.861  -0.023
H26 -4.057 -1.135 1.279  0.115
H27 -4.294 -2.749 2.158  0.048
H28 -2.164 -3.132 2.773  0.032
H29 -2.683 -1.944 3.701  0.135
H30 -0.621 -1.669 3.033  0.162
C11 5.368 -1.641 0.001  -0.062
C12 5.722 -3.100 0.119  -0.283
O6 7.105 -3.171 0.422  -0.045
H31 5.420 -1.234 -1.051  0.120
H32 5.863 -1.144 0.868  0.108
H33 4.462 -1.470 -0.222  -0.043
H34 5.547 -3.485 -0.721  0.020
H35 5.090 -3.501 0.877  0.117
H36 7.381 -2.557 1.089  0.065
C13 -2.708 -2.753 -1.583  -0.068
C14 -4.103 -3.457 -1.815  -0.297
O7 -4.751 -2.914 -3.002  -0.075
H37 -2.276 -2.800 -2.644  0.111
H38 -2.189 -3.216 -0.647  0.112
H39 -2.965 -1.826 -1.391  -0.011
H40 -4.460 -3.333 -0.868  0.052
H41 -3.932 -4.495 -1.835  0.092
H42 -5.603 -3.451 -2.957  0.116
C15 2.177 -2.576 -2.894  -0.029
C16 3.326 -3.396 -2.381  -0.297
O8 3.959 -4.041 -3.469  0.025
H43 1.856 -1.854 -2.246  0.016
H44 1.433 -3.316 -3.336  0.122
H45 2.572 -1.947 -3.677  0.060
H46 2.990 -4.043 -1.701  0.084
H47 4.045 -3.073 -1.818  0.024
H48 4.530 -4.553 -3.083  -0.012
C17 1.706 0.609 -0.024  -0.263
S1 0.395 0.643 1.122  0.973
O9 -0.230 1.991 0.795  -0.559
C18 -0.567 -0.668 0.234  -0.237
H49 1.359 0.894 -0.960  0.015
H50 2.190 -0.473 -0.398  0.128
H51 2.597 1.146 0.411  0.048
H52 -1.636 -0.714 0.492  0.035
H53 -0.411 -1.670 0.416  0.031
H54 -0.507 -0.594 -0.809  0.037
C19 -2.658 1.672 2.556  -0.257
S2 -3.892 2.003 3.833  0.838
O10 -3.654 3.454 4.168  -0.550
C20 -5.343 1.875 2.825  -0.304
H55 -1.820 1.444 3.033  -0.011
H56 -2.522 2.481 1.850  0.055
H57 -2.891 0.904 1.889  -0.005
H58 -5.689 0.953 2.612  -0.025
H59 -5.234 2.301 1.655  0.114
H60 -6.236 2.618 2.974  0.096

# C4H7N2O

The ion C4H7N2O with charge +1 (ωB97M-V/def2-TZVPD, OMol25).

The energy relative to the best compared isomer or geometry (same formula, charge and spin) comes out at 5.636 eV. As for the net charge: +1.

Each line ends with the Löwdin charge.
Cartesian coordinates (Å):
C1 0.355 -1.867 0.067  0.006
C2 1.452 -0.950 0.059  -0.030
C3 -0.838 -1.189 0.013  -0.052
C4 -1.485 1.279 0.126  -0.072
N1 1.155 0.308 0.274  0.030
N2 -0.757 0.137 -0.157  0.050
O1 1.709 1.486 -0.095  0.067
H1 0.413 -2.983 0.066  0.145
H2 2.419 -1.333 -0.257  0.155
H3 -1.738 -1.729 0.236  0.151
H4 -1.986 1.324 1.134  0.123
H5 -0.730 2.125 0.258  0.121
H6 -2.046 1.762 -0.703  0.124
H7 2.077 1.629 -1.021  0.183

no.,strongest force on any atom (eV/A),E (eV)
1,4.50,-5691.54689
2,10.60,-15486.36969
3,1.69,-7392.63440
4,3.99,-24842.36506
5,0.63,-9374.61975
6,0.76,-41190.29427
7,3.04,-38289.27063
8,3.04,-80901.86816
9,7.55,-21370.59783
10,8.28,-240355.30991
11,8.28,-63840.39285
12,3.70,-9277.15434